i:
Entry from OMol25: C4H6ClN as an isolated structure (ωB97M-V/def2-TZVPD).

The geometry in XYZ format:
```
12
Properties=species:S:1:pos:R:3:nbo_charge:R:1
C -0.953 1.163 -0.035 -0.29
C 0.387 0.823 -0.408 0.12
C -1.873 0.257 0.300 -0.29
C 0.904 -1.551 -0.056 -0.09
N 0.959 -0.268 -0.112 -0.20
Cl 3.189 0.254 0.075 -0.64
H -1.043 2.254 0.076 0.24
H 1.182 1.620 -0.501 0.27
H -2.916 0.526 0.546 0.22
H -1.688 -0.890 0.271 0.21
H 1.337 -1.991 0.843 0.23
H 0.516 -2.197 -1.000 0.22
```

Summary:
2S+1: 1
HOMO (spin up / spin down), eV: -7.9973 / -8.0018
Frontier orbital gap (spin up / spin down), eV: 6.649 / 6.654

ii:
Entry from OMol25: one molecule with the formula C4H6ClN (ωB97M-V/def2-TZVPD).

The geometry in XYZ format:
```
12
Properties=species:S:1:pos:R:3:nbo_charge:R:1
C 1.256 0.102 2.001 -0.38
C 0.000 0.365 1.734 -0.20
C -0.533 0.294 0.075 0.26
C -0.339 -0.526 -2.120 -0.44
N 0.077 -0.377 -0.758 -0.43
Cl -2.001 1.212 -0.137 -0.05
H 1.643 0.156 3.006 0.21
H 1.942 -0.182 1.222 0.22
H -0.775 0.673 2.408 0.21
H 0.288 0.108 -2.748 0.21
H -1.388 -0.260 -2.281 0.19
H -0.169 -1.565 -2.403 0.21
```

Summary:
2S+1: 1
HOMO, eV: -9.9142
Frontier orbital gap, eV: 10.817
SMILES: C=C/C(Cl)=N/C

Decreasing stability: ii, i

i:
Entry from OMol25: C2H6Se as an isolated structure (ωB97M-V/def2-TZVPD).

The geometry in XYZ format:
```
9
Properties=species:S:1:pos:R:3:nbo_charge:R:1
C -0.552 -0.994 -0.805 -0.81
C 0.511 1.072 0.994 -0.77
Se 0.065 -0.922 1.011 0.26
H -0.033 -0.439 -1.561 0.22
H -0.737 -2.085 -0.921 0.24
H -1.469 -0.580 -1.008 0.21
H 0.861 1.537 1.881 0.23
H 1.567 0.855 0.152 0.20
H -0.214 1.557 0.257 0.23
```

Summary:
2S+1: 1
HOMO, eV: -8.1047
Frontier orbital gap, eV: 8.970

ii:
Entry from OMol25: a 2-piece molecular cluster, C2H6Se overall (ωB97M-V/def2-TZVPD).

The geometry in XYZ format:
```
9
Properties=species:S:1:pos:R:3:nbo_charge:R:1
C 0.825 0.460 -0.287 -0.64
C -0.145 -0.430 0.468 -0.50
Se -2.123 -0.298 0.176 0.04
H 1.070 1.445 0.167 0.22
H 1.686 -0.299 -0.271 0.22
H 0.592 0.620 -1.246 0.21
H -0.146 -0.207 1.947 0.20
H 0.129 -1.453 0.202 0.20
H -1.888 0.161 -1.154 0.06
```

Summary:
2S+1: 1
HOMO, eV: -8.6675
Frontier orbital gap, eV: 9.513

Decreasing stability: i, ii

i:
Entry from OMol25: a 2-piece molecular cluster, C4H4N4O3 overall (ωB97M-V/def2-TZVPD).

The geometry in XYZ format:
```
15
Properties=species:S:1:pos:R:3:nbo_charge:R:1
C -1.492 0.447 0.081 -0.11
C -1.135 -0.817 -0.067 -0.08
C 0.701 0.431 -0.017 0.34
C 2.065 0.852 0.030 -0.30
N -0.382 1.218 0.084 -0.37
N 0.868 3.492 -0.123 0.32
N 0.248 -0.851 -0.107 -0.50
N 3.089 -0.075 0.007 0.50
O 4.234 0.324 -0.008 -0.43
O -0.180 3.059 0.033 0.03
O 2.868 -1.269 0.065 -0.48
H -2.394 0.940 0.197 0.22
H -1.628 -1.737 -0.277 0.22
H 2.107 1.975 0.185 0.21
H 0.724 -1.650 -0.257 0.44
```

Summary:
2S+1: 1
HOMO (spin up / spin down), eV: -7.6070 / -7.6044
Frontier orbital gap (spin up / spin down), eV: 5.140 / 5.125

ii:
Entry from OMol25: one molecule with the formula C4H4N4O3 (ωB97M-V/def2-TZVPD).

The geometry in XYZ format:
```
15
Properties=species:S:1:pos:R:3:nbo_charge:R:1
C -2.666 -0.281 0.398 0.16
C -0.874 0.776 -0.007 0.31
C -0.458 -0.384 0.570 0.18
C 1.285 0.828 0.025 0.37
N -2.226 0.837 -0.141 -0.44
N -1.599 -1.064 0.928 -0.54
N 0.937 -0.340 0.688 -0.62
N 2.227 0.286 -1.269 0.48
O 2.669 1.042 -2.079 -0.34
O 2.415 -0.917 -1.372 -0.42
O 0.200 1.566 -0.346 -0.43
H -3.790 -0.654 0.580 0.22
H 2.160 1.390 0.535 0.20
H -1.625 -2.021 1.347 0.44
H 1.344 -1.064 0.144 0.42
```

Summary:
2S+1: 1
HOMO, eV: -8.3459
Frontier orbital gap, eV: 8.710
SMILES: O=[N+]([O-])[C@@H]1Nc2[nH]cnc2O1

Decreasing stability: ii, i

i:
Entry from OMol25: one molecule with the formula ClH3NPS (ωB97M-V/def2-TZVPD).

The geometry in XYZ format:
```
7
Properties=species:S:1:pos:R:3:nbo_charge:R:1
N -0.521 -0.094 -0.079 -1.13
P 0.988 -0.494 -0.947 0.79
S -1.406 1.325 -0.216 0.20
Cl 2.154 0.442 0.448 -0.31
H -1.056 -0.974 0.222 0.40
H 0.830 -1.909 -0.472 -0.06
H -0.991 1.704 1.044 0.11
```

Summary:
2S+1: 1
HOMO, eV: -9.2955
Frontier orbital gap, eV: 9.713
SMILES: SNPCl

ii:
Entry from OMol25: a 2-piece molecular cluster, ClH3NPS overall (ωB97M-V/def2-TZVPD).

The geometry in XYZ format:
```
7
Properties=species:S:1:pos:R:3:nbo_charge:R:1
N -1.160 0.148 1.086 -1.07
P -0.789 -1.365 1.030 0.81
S 0.995 -0.184 -1.386 -0.02
Cl 1.463 1.181 -2.896 -0.17
H -1.987 0.559 0.773 0.37
H 0.451 -1.247 1.821 -0.10
H 1.027 0.908 -0.428 0.18
```

Summary:
2S+1: 1
HOMO, eV: -9.3160
Frontier orbital gap, eV: 8.200
SMILES: [H]/N=P/[H].SCl

iii:
Entry from OMol25: a 2-piece molecular cluster, ClH3NPS overall (ωB97M-V/def2-TZVPD).

The geometry in XYZ format:
```
7
Properties=species:S:1:pos:R:3:nbo_charge:R:1
N 0.754 1.021 -0.665 -1.14
P 1.019 -0.441 -0.309 0.87
S -2.131 0.343 -0.121 0.03
Cl -4.017 -0.465 -0.019 -0.19
H 1.044 1.498 -1.477 0.38
H -0.097 -0.421 0.797 -0.10
H -2.511 0.919 -1.305 0.14
```

Summary:
2S+1: 1
HOMO, eV: -9.0867
Frontier orbital gap, eV: 8.572
SMILES: [H]/N=P/[H].SCl

Decreasing stability: i, ii, iii

i:
Entry from OMol25: a 3-piece molecular cluster, C3H11N2O2 overall (ωB97M-V/def2-TZVPD).

The geometry in XYZ format:
```
18
Properties=species:S:1:pos:R:3:nbo_charge:R:1
C -0.773 1.819 -0.456 0.10
C 1.980 0.447 0.530 0.12
C 0.598 0.184 0.312 0.02
N 2.845 -0.060 -0.331 -0.68
N -1.800 -2.161 -0.015 -1.09
O -1.839 1.488 0.316 -0.66
O 0.407 -0.726 -0.593 -0.77
H -0.163 2.633 -0.360 0.19
H -0.822 1.170 -1.429 0.22
H 2.165 1.008 1.410 0.23
H -0.120 0.299 1.157 0.21
H 2.542 -0.601 -1.147 0.45
H 3.821 0.210 -0.276 0.42
H -1.677 -2.579 0.892 0.39
H -2.459 -2.763 -0.575 0.41
H -2.290 -1.187 0.135 0.39
H -2.051 2.276 0.986 0.52
H -0.365 -1.457 -0.555 0.54
```

Summary:
2S+1: 1
HOMO (spin up / spin down), eV: -11.8972 / -11.9761
Frontier orbital gap (spin up / spin down), eV: 7.206 / 7.579
Net charge: +1

ii:
Entry from OMol25: a 2-piece molecular cluster, C3H11N2O2 overall (ωB97M-V/def2-TZVPD).

The geometry in XYZ format:
```
18
Properties=species:S:1:pos:R:3:nbo_charge:R:1
N -1.671 -1.068 -1.469 -0.69
C -0.765 -0.140 -0.755 -0.35
C -0.362 -0.678 0.575 0.66
N 0.484 0.057 1.324 -0.57
C 0.369 1.493 1.291 -0.44
O -0.899 -1.738 0.883 -0.61
H -1.304 -1.456 -2.334 0.45
H -2.647 -0.791 -1.615 0.45
H -1.704 -1.882 -0.805 0.48
H 0.129 0.164 -1.357 0.27
H -1.357 0.759 -0.593 0.25
H 0.683 -0.386 2.209 0.43
H 0.636 1.965 0.349 0.21
H 1.064 1.928 2.003 0.25
H -0.615 1.784 1.720 0.20
H 2.737 1.145 -2.060 0.48
H 1.947 2.213 -1.220 0.47
O 2.518 1.427 -1.156 -0.95
```

Summary:
2S+1: 1
HOMO, eV: -14.1356
Frontier orbital gap, eV: 10.502
Net charge: +1

Decreasing stability: ii, i

i:
Entry from OMol25: a 2-piece molecular cluster, C13H18N4O2 overall (ωB97M-V/def2-TZVPD).

The geometry in XYZ format:
```
37
Properties=species:S:1:pos:R:3:nbo_charge:R:1
N 1.298 -5.450 0.830 -0.78
C 1.044 -4.790 -0.382 0.67
O 1.039 -5.451 -1.498 -0.64
C 0.758 -3.393 -0.331 -0.35
C 2.086 -2.534 0.281 -0.37
C 1.508 -1.190 0.223 -0.28
N 0.264 -1.050 1.155 -0.42
C 0.241 0.446 1.287 -0.24
C -0.182 1.325 0.127 0.67
O -0.375 1.040 -0.944 -0.58
N -0.552 2.554 0.399 -0.59
C -0.797 3.663 -0.253 0.35
N -0.915 4.907 0.759 -0.42
C -1.463 5.969 -0.073 0.00
C -1.529 6.086 -1.354 -0.32
C -1.609 4.830 -2.068 -0.05
C -1.163 3.776 -1.358 -0.38
H -1.064 2.780 -2.019 0.25
H -1.671 5.060 -3.311 0.24
H -2.066 6.945 -1.814 0.23
H -1.408 6.796 0.658 0.21
H -0.545 2.689 1.511 0.40
H 0.955 0.828 1.685 0.18
H -0.841 0.360 2.054 0.21
C -0.566 -1.626 0.291 -0.16
C -0.493 -3.078 0.492 -0.38
H -0.261 -3.432 1.733 0.20
H -1.349 -3.683 -0.011 0.24
H -1.123 -1.452 -0.465 0.22
H -1.694 -1.424 1.202 0.08
H 1.350 -0.803 -1.024 0.23
H 2.494 -0.534 0.516 0.21
H 2.161 -2.872 1.113 0.17
H 2.831 -2.769 -0.390 0.22
H 0.523 -3.198 -1.318 0.24
H 1.332 -4.928 1.469 0.33
H 1.781 -6.394 0.827 0.41
```

Summary:
2S+1: 1
HOMO, eV: -9.0013
Frontier orbital gap, eV: 8.798

ii:
Entry from OMol25: one molecule with the formula C13H18N4O2 (ωB97M-V/def2-TZVPD).

The geometry in XYZ format:
```
37
Properties=species:S:1:pos:R:3:nbo_charge:R:1
N -3.434 -1.593 0.389 -0.84
C -3.793 -0.581 -0.423 0.66
O -4.941 -0.217 -0.558 -0.62
C -2.620 0.047 -1.178 -0.31
N -2.228 1.339 -0.624 -0.43
C -2.331 1.499 0.807 -0.24
H -2.198 2.567 1.008 0.20
C -1.270 0.684 1.585 -0.25
N -0.147 0.362 0.720 -0.45
C 0.137 -0.941 0.469 0.81
O -0.591 -1.865 0.816 -0.69
N 1.284 -1.220 -0.248 -0.64
C 2.549 -0.628 -0.160 0.15
C 2.903 0.234 0.876 -0.22
C 4.170 0.784 0.915 -0.20
C 5.102 0.480 -0.063 -0.24
C 4.760 -0.393 -1.083 -0.19
C 3.495 -0.946 -1.133 -0.25
H 3.230 -1.630 -1.926 0.21
H 5.482 -0.647 -1.844 0.22
H 6.089 0.912 -0.027 0.22
H 4.434 1.449 1.724 0.22
H 2.190 0.457 1.654 0.22
H 1.290 -2.172 -0.592 0.41
C 0.230 1.463 -0.139 -0.24
H 1.120 1.218 -0.714 0.23
C -0.943 1.814 -1.098 -0.22
H -1.000 2.903 -1.201 0.20
H -0.761 1.391 -2.086 0.20
H 0.461 2.319 0.504 0.20
H -1.683 -0.252 1.960 0.24
H -0.894 1.266 2.435 0.19
H -3.335 1.222 1.126 0.23
H -2.954 0.232 -2.205 0.22
H -1.795 -0.678 -1.206 0.17
H -4.153 -2.064 0.913 0.40
H -2.467 -1.863 0.538 0.43
```

Summary:
2S+1: 1
HOMO, eV: -8.4007
Frontier orbital gap, eV: 9.017
SMILES: NC(=O)CN1CCN(C(=O)Nc2ccccc2)CC1

Decreasing stability: ii, i